{"formula": "C36H38N4O2PSbY", "method": "ωB97M-V with the def2-TZVPD basis set", "symbols": ["Y", "O", "C", "C", "C", "C", "C", "C", "C", "N", "C", "C", "N", "C", "C", "C", "C", "C", "C", "C", "O", "H", "H", "H", "H", "H", "H", "H", "H", "H", "H", "H", "H", "H", "H", "N", "P", "C", "C", "C", "C", "C", "C", "C", "C", "C", "C", "C", "C", "C", "C", "C", "C", "C", "N", "H", "H", "H", "H", "H", "H", "H", "H", "H", "H", "H", "H", "H", "H", "H", "C", "Sb", "C", "C", "H", "H", "H", "H", "H", "H", "H", "H", "H"], "xyz": [[0.29783, -0.03217, -0.02084], [0.82153, 2.03332, -0.20641], [0.42550, 3.09049, -0.86957], [0.64984, 4.37758, -0.34930], [0.23968, 5.49979, -1.03528], [-0.39389, 5.40295, -2.27805], [-0.60326, 4.15444, -2.81319], [-0.22430, 2.98898, -2.12530], [-0.43192, 1.73611, -2.80804], [-0.29533, 0.54897, -2.33512], [-0.35679, -0.53471, -3.32433], [-0.40398, -1.87666, -2.61874], [0.60761, -1.88932, -1.57013], [1.55189, -2.75695, -1.62717], [2.63383, -2.91617, -0.68386], [3.47251, -4.03257, -0.85532], [4.52629, -4.27407, -0.00767], [4.76861, -3.37164, 1.03419], [3.97553, -2.26184, 1.21982], [2.88464, -2.00314, 0.37109], [2.14218, -0.94162, 0.56187], [1.15994, 4.45613, 0.60194], [0.42669, 6.47685, -0.60675], [-0.69275, 6.29188, -2.81512], [-1.07624, 4.05036, -3.78335], [-0.70450, 1.83777, -3.86412], [-1.22105, -0.42184, -3.98583], [0.54637, -0.48893, -3.93889], [-1.38411, -2.01074, -2.14841], [-0.26787, -2.68934, -3.33910], [1.54960, -3.47097, -2.45760], [3.27016, -4.71112, -1.67659], [5.16035, -5.13769, -0.14705], [5.60176, -3.54327, 1.70438], [4.17535, -1.55397, 2.01388], [-3.24978, 0.11009, 1.11251], [-2.16385, 1.39332, 0.78765], [-3.10486, 2.37249, -0.42186], [-3.70282, 1.71281, -1.49468], [-4.33118, 2.43380, -2.49681], [-4.35544, 3.82182, -2.44148], [-3.75162, 4.48477, -1.38350], [-3.12621, 3.76507, -0.37568], [-2.19558, 2.44984, 2.25667], [-0.97785, 2.97447, 2.68856], [-0.93417, 3.80933, 3.79617], [-2.10243, 4.11075, 4.48129], [-3.31847, 3.59118, 4.05374], [-3.36586, 2.76840, 2.93949], [-2.89666, -1.22241, 1.09248], [-3.82415, -2.18077, 1.53328], [-3.46201, -3.50466, 1.54908], [-2.17923, -3.87025, 1.13494], [-1.34116, -2.87478, 0.70478], [-1.67652, -1.56722, 0.65549], [-4.20596, 0.29425, 1.37795], [-3.68360, 0.62857, -1.54141], [-4.80663, 1.91476, -3.31917], [-4.84757, 4.38459, -3.22383], [-3.76548, 5.56575, -1.34160], [-2.64496, 4.29183, 0.43885], [-0.06933, 2.73759, 2.14483], [0.01064, 4.22275, 4.12511], [-2.06872, 4.75532, 5.34976], [-4.22889, 3.83676, 4.58401], [-4.32328, 2.39257, 2.59558], [-4.80288, -1.86317, 1.86707], [-4.16437, -4.25375, 1.89020], [-1.84630, -4.89721, 1.14742], [-0.33669, -3.11101, 0.37534], [1.40148, 0.63161, 4.69276], [0.19108, -0.37300, 3.26078], [0.84382, -2.36895, 3.63603], [-1.61127, -0.44001, 4.40169], [1.36080, 0.08870, 5.63547], [1.02946, 1.64394, 4.83587], [2.42793, 0.67229, 4.33326], [0.91588, -2.54594, 4.70793], [1.81503, -2.52553, 3.16759], [0.12853, -3.06787, 3.20327], [-1.38958, -0.78551, 5.41055], [-2.31812, -1.12471, 3.93435], [-2.04473, 0.55804, 4.44287]], "de_lowest_kj_mol": 0.0, "charge": 1, "orbital_gap_ev": 7.79}



{"formula": "C23H41BrI2N3O14", "method": "ωB97M-V with the def2-TZVPD basis set", "symbols": ["C", "C", "C", "I", "C", "C", "N", "C", "N", "C", "C", "O", "Br", "C", "C", "O", "I", "N", "C", "H", "H", "H", "H", "H", "H", "H", "H", "H", "H", "H", "H", "H", "H", "H", "H", "H", "C", "O", "C", "O", "O", "C", "H", "H", "H", "H", "H", "H", "C", "O", "C", "O", "O", "C", "H", "H", "H", "H", "H", "H", "C", "O", "C", "O", "O", "C", "H", "H", "H", "H", "H", "H", "C", "O", "C", "O", "O", "C", "H", "H", "H", "H", "H", "H"], "xyz": [[0.23148, -4.39395, 1.18789], [1.00237, -3.32763, 0.39410], [0.14566, -2.67133, -0.70017], [1.30624, -2.30267, -2.47146], [-0.50070, -1.33227, -0.29719], [-1.24344, -1.38019, 1.02936], [-2.55415, -2.09290, 0.88348], [-3.38463, -1.32219, 0.08898], [-4.70945, -1.33967, 0.30785], [-5.65430, -0.96358, -0.75939], [-5.79491, -2.18516, -1.66432], [-6.34921, -3.15326, -1.33060], [-4.88379, -2.06168, -3.34623], [-5.28144, -1.79659, 1.57397], [-5.75840, -0.63593, 2.44500], [-6.14088, 0.39949, 2.03568], [-5.60357, -1.05516, 4.52960], [-2.87242, -0.55545, -0.88915], [-1.50486, -0.84470, -1.38546], [0.89659, -4.93296, 1.86547], [-0.22697, -5.12035, 0.50692], [-0.57355, -3.96957, 1.80130], [1.40216, -2.55867, 1.06785], [1.87398, -3.81077, -0.05509], [-0.61630, -3.38844, -1.02750], [0.32069, -0.61131, -0.20589], [-0.68855, -1.83312, 1.84656], [-1.50333, -0.35456, 1.30695], [-2.44396, -3.02575, 0.48395], [-6.63206, -0.76458, -0.31288], [-5.33528, -0.07395, -1.29635], [-4.57578, -2.42198, 2.11695], [-6.16191, -2.41565, 1.35119], [-3.13992, 0.42908, -0.86595], [-1.16052, 0.05363, -1.90033], [-1.60965, -1.63315, -2.13866], [0.60377, -3.70325, 5.37608], [-0.17080, -2.90304, 4.46654], [-0.62854, -1.76852, 4.99140], [-0.45464, -1.37257, 6.10902], [-1.32530, -1.12932, 4.03925], [-1.86850, 0.12978, 4.44286], [0.90304, -4.58229, 4.81432], [1.48112, -3.15480, 5.71083], [0.00069, -3.99341, 6.23312], [-1.08263, 0.83424, 4.70854], [-2.56407, 0.01777, 5.27038], [-2.40436, 0.50243, 3.57116], [3.53370, 4.13781, -3.35810], [4.32689, 3.25523, -4.15817], [3.79345, 2.05257, -4.35295], [2.73583, 1.67091, -3.91764], [4.62582, 1.34368, -5.11294], [4.18053, 0.01760, -5.41038], [4.09565, 5.06441, -3.29802], [2.56862, 4.31542, -3.82885], [3.39262, 3.72474, -2.36107], [3.23639, 0.04391, -5.95113], [4.06875, -0.56148, -4.49471], [4.94967, -0.42672, -6.03409], [-4.37517, 2.63331, 0.52022], [-3.17635, 2.41000, -0.23629], [-2.55371, 3.52257, -0.67648], [-2.93561, 4.64082, -0.49234], [-1.46486, 3.13837, -1.33187], [-0.68193, 4.21823, -1.87201], [-4.73163, 1.64417, 0.78593], [-4.16473, 3.19932, 1.42513], [-5.13111, 3.14722, -0.06941], [-0.33408, 4.86859, -1.07289], [-1.26984, 4.79020, -2.58580], [0.16102, 3.74925, -2.36908], [6.89214, 2.11507, 1.84901], [6.91173, 2.80081, 0.59424], [6.84803, 2.00156, -0.47138], [6.75886, 0.80093, -0.44487], [6.89296, 2.75928, -1.56403], [6.85932, 2.02853, -2.79565], [6.95080, 2.88818, 2.60896], [5.96945, 1.54848, 1.96186], [7.74509, 1.44471, 1.93288], [5.94693, 1.44490, -2.86432], [7.72383, 1.37142, -2.87432], [6.88596, 2.76585, -3.58935]], "charge": 1, "orbital_gap_ev": 8.72}



{"formula": "C8H16CrN4O18", "method": "ωB97M-V with the def2-TZVPD basis set", "symbols": ["Cr", "N", "O", "O", "O", "N", "O", "O", "O", "N", "O", "O", "O", "N", "O", "O", "O", "C", "C", "O", "C", "O", "O", "C", "H", "H", "H", "H", "H", "H", "H", "H", "C", "C", "O", "C", "O", "O", "C", "H", "H", "H", "H", "H", "H", "H", "H"], "xyz": [[24.22649, 5.68355, 3.26396], [25.94474, 5.77009, 0.51889], [25.79641, 5.95437, 1.72855], [27.05274, 5.68121, 0.09422], [24.93772, 5.55291, -0.09203], [21.29216, 5.97763, 1.68724], [22.51623, 5.67568, 1.88311], [20.59615, 6.20055, 2.59346], [20.95057, 5.97961, 0.53487], [23.23001, 8.68010, 4.23195], [22.03637, 8.57692, 4.23678], [23.77625, 9.67319, 4.67206], [23.94550, 7.72135, 3.89702], [22.51751, 4.85207, 5.99207], [21.49202, 5.46359, 6.25946], [22.95328, 4.09296, 6.77951], [23.10720, 5.08769, 4.95080], [27.72345, 1.28324, 1.47708], [26.76619, 2.46227, 1.74351], [25.51030, 1.84419, 1.56561], [24.39654, 2.52646, 1.97960], [24.40517, 3.59209, 2.61721], [23.30916, 1.72237, 1.86545], [22.13467, 2.02959, 2.63787], [27.57229, 0.37377, 2.05855], [28.72596, 1.63749, 1.71700], [27.81404, 1.05429, 0.41525], [27.00723, 3.31475, 1.10846], [26.81186, 2.76058, 2.79090], [21.62807, 2.95509, 2.36415], [22.52459, 2.12373, 3.65137], [21.53672, 1.11969, 2.68922], [26.30542, 2.47492, 6.06003], [26.50375, 3.72392, 6.97344], [27.30563, 4.72710, 6.36193], [26.94193, 5.44908, 5.30253], [25.89242, 5.28868, 4.63204], [27.90171, 6.31657, 5.20346], [27.95091, 7.22956, 4.14675], [27.16288, 2.41776, 5.38950], [25.40191, 2.64179, 5.47358], [26.10110, 1.59261, 6.66655], [27.06103, 3.49319, 7.88134], [25.56365, 4.08308, 7.39216], [27.27309, 8.07596, 4.25752], [27.62922, 6.90452, 3.15733], [28.95122, 7.60445, 3.93011]], "de_lowest_kj_mol": 220.1, "charge": -2, "orbital_gap_ev": [6.06, 6.80], "spin_multiplicity": 5}



{"formula": "C4H9NO3", "method": "ωB97M-V with the def2-TZVPD basis set", "symbols": ["O", "C", "C", "C", "O", "N", "C", "O", "H", "H", "H", "H", "H", "H", "H", "H", "H"], "xyz": [[2.20857, -0.76625, -0.47860], [1.08669, -1.19511, -0.44169], [-0.16207, -0.29523, -0.41146], [-0.38845, 0.29234, -1.83543], [-1.17236, -0.60069, -2.62042], [0.03449, 0.75582, 0.55360], [-0.17423, 0.47207, 1.95481], [0.74372, 1.15251, 2.77935], [0.98408, -2.29802, -0.30554], [-0.99517, -0.98564, -0.22757], [-0.88110, 1.25503, -1.74800], [0.57822, 0.24378, -2.31686], [-2.03432, -0.69848, -2.19667], [-0.28933, 1.65144, 0.23669], [-1.15230, 0.81886, 2.26469], [-0.02629, -0.60498, 2.08755], [1.63983, 0.80254, 2.70557]], "de_lowest_kj_mol": 248.1, "smiles": "O=C[C@H](CO)NCO", "orbital_gap_ev": 9.88}



{"formula": "C6H8O2", "method": "ωB97M-V with the def2-TZVPD basis set", "symbols": ["C", "C", "O", "C", "C", "C", "O", "C", "H", "H", "H", "H", "H", "H", "H", "H"], "xyz": [[0.37640, -0.22487, 1.60946], [-0.17706, 0.86082, 0.66157], [-1.40860, 1.64222, 0.55569], [-1.10396, 0.58321, -0.39470], [-0.37688, 0.28809, -1.77079], [0.75646, -0.46321, -0.76825], [1.65584, -1.58947, -0.42085], [0.51287, -1.19362, 0.31419], [1.11375, 0.07754, 2.22372], [-0.27564, -0.72083, 2.32219], [0.56689, 1.73071, 0.68732], [-1.68149, -0.28611, -0.15117], [-1.08970, -0.38105, -2.34886], [0.20769, 1.09731, -2.26778], [1.16423, 0.51305, -0.49736], [-0.24081, -1.93380, 0.24564]], "de_lowest_kj_mol": 772.0, "smiles": "C1[C@@H]2O[C@H]2C[C@@H]2O[C@@H]12", "orbital_gap_ev": 10.85}



{"formula": "C5H13O4", "method": "ωB97M-V with the def2-TZVPD basis set", "symbols": ["C", "O", "C", "C", "C", "C", "O", "H", "H", "H", "H", "H", "H", "H", "H", "H", "H", "H", "O", "H", "H", "O"], "xyz": [[-2.13539, 0.01121, 0.03753], [-2.01513, -1.41829, 0.01307], [-1.58774, 0.81677, -1.21007], [-0.54264, 1.87272, -0.57072], [0.80126, 1.28895, -0.31617], [1.65451, 1.28837, 0.79056], [2.77543, 0.73002, 0.88694], [-3.19049, 0.26789, 0.07762], [-1.73422, 0.28288, 1.03330], [-2.22611, 1.50373, -1.76075], [-0.96604, 0.21209, -1.87641], [-0.31802, 2.63782, -1.37379], [-1.11708, 2.43699, 0.15645], [1.39721, 0.94949, -1.13595], [-1.38412, -1.67982, -0.66751], [1.42606, 2.03643, 1.57673], [1.22456, -1.91417, 1.19408], [-0.09883, -2.55137, 0.88339], [0.39703, -2.17236, 1.61910], [0.55098, -0.57908, -0.51152], [1.68702, -1.29252, -1.36380], [0.78166, -1.40801, -1.05431]], "de_lowest_kj_mol": 342.1, "charge": -1, "orbital_gap_ev": 6.48}



no.,electronic energy (Ha)
1,-2384.09426
2,-5287.84040
3,-2931.88096
4,-438.23456
5,-383.61606
6,-499.23965